Record 1
A cluster of 40 separate species, H80O40 in total at a distorted geometry, computed with the ωB97M-V functional and the def2-TZVPD basis.

Results
* orbital gap: 9.891 eV
* DFT total energy: -3057.21579 Eh
* spin multiplicity: 1
* energy above the lowest of the compared OMol25 structures with the same formula, charge and spin: 1421.83 kJ/mol
* net charge: 0

Each line ends with the Mulliken charge.
Cartesian coordinates (Å):
H (-6.1371, -0.4678, -0.1324)  0.3113
H (-6.0481, -0.1264, -1.7029)  0.2641
O (-5.5544, -0.5497, -1.0031)  -0.6034
H (5.3815, 1.2130, -4.2529)  0.2946
H (5.0350, -0.1763, -4.5868)  0.2990
O (4.8115, 0.7177, -4.7778)  -0.5908
H (0.4319, 4.5072, 2.2479)  0.1267
H (1.3981, 3.7879, 3.0515)  0.4624
O (1.1045, 4.7148, 2.7998)  -0.7412
H (-3.2233, -4.0977, -3.6708)  0.3027
H (-2.1758, -4.1629, -4.7244)  0.2897
O (-2.5690, -4.6229, -3.9496)  -0.6218
H (-3.0322, -2.7773, 0.5698)  0.2176
H (-3.9707, -3.4372, 1.4096)  0.3937
O (-3.1372, -3.7301, 0.9641)  -0.6341
H (2.1263, -2.2142, 5.3155)  0.3215
O (1.3554, -1.8250, 5.5503)  -0.7317
H (2.6617, 0.6531, -1.0365)  0.1889
O (2.8339, -0.2648, -1.1637)  -0.3960
H (4.0309, 3.8213, 3.4189)  0.3563
H (2.7714, 4.8864, 3.7727)  0.3553
O (3.7666, 4.6142, 3.6524)  -0.6238
H (6.0943, 0.8294, 2.9081)  0.3786
H (5.0055, 0.4965, 3.9391)  0.3228
O (5.7177, 1.0579, 3.8142)  -0.6912
H (-2.2503, -0.7493, -2.3970)  -0.0241
H (-3.6315, -0.3719, -3.0471)  0.2999
O (-2.7035, -0.4848, -3.1410)  -0.4097
H (-3.8243, 1.6082, 0.8474)  0.1964
H (-3.1156, 1.2618, 2.1324)  0.1566
O (-3.3527, 1.0106, 1.3410)  -0.3892
H (3.7863, 0.7006, 5.7707)  0.2703
O (3.0208, 0.2090, 5.3615)  -0.5261
H (4.9593, 1.7786, 2.1059)  0.2064
H (5.6775, 3.0668, 2.2060)  0.3502
O (4.8632, 2.7066, 1.8482)  -0.6209
H (2.1818, 0.0415, 3.6415)  0.0745
H (1.0586, 0.8295, 2.6905)  0.0001
O (1.1719, 0.2073, 3.4738)  0.1342
H (-1.7737, 0.6089, 3.4732)  0.2132
H (-0.6591, -0.3410, 4.1129)  0.1239
O (-1.5804, -0.2906, 3.6706)  -0.6765
H (-2.2165, 2.2744, -3.3003)  0.4195
H (-3.6241, 1.4596, -3.0483)  0.2806
O (-2.9405, 1.9293, -2.5688)  -0.5337
H (4.3757, -1.2861, 1.1845)  0.2589
H (5.3519, -2.3207, 1.1271)  0.2829
O (5.2652, -1.3983, 1.1512)  -0.6058
H (-2.6637, -0.5442, 0.2546)  -0.1180
H (-1.3498, -1.4912, 0.0194)  0.4023
O (-2.3042, -1.2708, -0.1687)  0.2524
H (-0.4975, -5.0725, 2.0440)  0.2967
O (-0.5483, -4.0634, 2.0809)  -0.5144
H (-3.1174, -0.6602, -6.0998)  0.3019
H (-3.9272, -0.9497, -4.7763)  0.2919
O (-3.6749, -0.2945, -5.3908)  -0.5992
H (0.9939, 2.3922, 0.4864)  -0.0599
O (1.7078, 1.7466, 0.9490)  -0.1540
H (-0.1103, -3.7407, -0.1514)  0.1243
H (-1.5902, -3.8439, -0.3670)  0.0642
O (-0.7503, -3.4596, -0.8926)  -0.3785
H (2.4770, -5.2644, -1.8036)  0.3086
H (1.7629, -6.3958, -1.1219)  0.2979
O (2.4787, -5.7897, -1.0349)  -0.6094
H (0.3298, 0.4677, 0.5819)  -0.4509
H (-0.6048, -0.2028, 1.6251)  -0.1051
O (-0.1209, -0.4047, 0.8084)  0.9133
H (0.8811, 1.1762, -3.6384)  0.2733
H (0.2225, 0.1895, -2.7958)  0.1175
O (1.0855, 0.6583, -2.9261)  -0.4174
H (-5.1323, -1.8890, 1.0423)  0.2925
H (-5.6038, -1.5570, 2.4401)  0.2766
O (-5.7954, -1.5479, 1.5969)  -0.6532
H (1.8685, 4.6190, -4.7046)  0.2776
H (1.7285, 5.3197, -3.4156)  0.2224
O (1.7245, 4.5331, -3.7278)  -0.5329
H (0.8296, -2.1165, -5.1876)  0.3783
H (0.0896, -1.9221, -6.6338)  0.2652
O (0.9456, -1.9281, -6.1193)  -0.6303
H (1.3088, -1.2704, 1.2325)  0.3263
H (0.9609, -2.5683, 1.1558)  0.0005
O (1.6893, -1.9874, 1.6392)  -0.1020
H (2.8947, -2.5555, 2.9669)  0.3209
H (3.4003, -3.8069, 3.8968)  0.2695
O (3.7349, -3.0641, 3.3737)  -0.6291
H (-0.9280, 4.0277, 3.6605)  0.3609
H (-0.2966, 2.8044, 4.6176)  0.2289
O (-0.9339, 3.0332, 4.0837)  -0.5713
H (-2.1726, 2.1121, -4.7728)  0.1922
O (-2.2034, 2.1806, -5.7898)  -0.6657
H (0.7129, 3.2585, -3.9483)  0.2902
H (-0.1597, 2.4885, -5.0204)  0.3223
O (-0.0806, 2.6461, -4.0701)  -0.5387
H (-1.4504, -3.7674, 2.2807)  0.2572
H (0.7664, -1.8575, 4.8117)  0.2624
H (2.6103, 2.0749, 0.6551)  0.0901
H (2.6398, -0.5557, -2.0208)  0.2161
H (2.4407, -0.3004, 5.7447)  0.2851
H (-2.7992, 1.4865, -6.0017)  0.2928
O (2.5987, 3.8143, -0.5796)  -0.5481
H (2.1765, 3.7538, -1.3625)  0.1383
H (1.9867, 4.1633, -0.0265)  0.3149
O (0.0957, -2.9694, -3.3924)  -0.5019
H (-0.7070, -3.5479, -3.4982)  0.2730
H (0.0228, -2.6620, -2.4477)  0.2738
O (-2.8960, -5.3158, -1.1183)  -0.6210
H (-3.0077, -4.3709, -1.0129)  0.4365
H (-2.3398, -5.3890, -1.9061)  0.3314
O (-1.6855, 5.0879, 0.1065)  -0.6777
H (-1.8800, 5.6627, -0.7307)  0.3083
H (-1.0554, 4.4162, -0.1629)  0.3313
O (-0.2841, 3.0653, -0.9094)  0.1590
H (-0.4362, 2.1390, -1.1266)  -0.0673
H (0.3126, 3.4911, -1.3988)  -0.0505
O (-4.1709, -1.5516, 4.4594)  -0.6119
H (-3.5755, -0.8251, 4.2544)  0.3339
H (-3.6008, -2.1832, 4.8431)  0.2804
O (-0.9207, 2.0469, 1.3107)  -0.5689
H (-1.3419, 2.8795, 1.7021)  0.1512
H (-1.4789, 1.9247, 0.4797)  0.2402

***

Record 2
A cluster of 12 separate species, C2H27NO12 in total at a distorted geometry, computed with the ωB97M-V functional and the def2-TZVPD basis.

Results
* SMILES: CNC=O.O.O.O.O.O.O.O.O.O.O.O
* orbital gap: 9.909 eV
* DFT total energy: -1049.93610 Eh
* spin multiplicity: 1
* energy above the lowest of the compared OMol25 structures with the same formula, charge and spin: 283.51 kJ/mol
* net charge: 0

Each line ends with the Mulliken charge.
Cartesian coordinates (Å):
C (-0.5577, -0.9833, 2.1798)  -0.7836
N (-1.1522, -1.5926, 0.9220)  -0.0353
C (-2.4276, -1.1275, 0.4873)  0.0925
O (-2.8851, -1.2112, -0.6042)  -0.5855
H (0.3477, -1.3473, 2.4439)  0.3736
H (-1.2285, -1.1111, 3.0246)  0.2982
H (-0.5593, 0.0320, 1.8886)  0.2068
H (-0.5224, -2.1363, 0.2595)  0.2065
H (-2.9008, -0.7632, 1.4024)  0.2307
O (1.0294, 0.5852, -0.8369)  -0.5165
H (1.7090, -0.1212, -0.6639)  0.1347
H (0.1855, 0.3088, -0.4482)  0.0962
O (-1.1567, 2.9642, 3.0957)  -0.6404
H (-1.8475, 3.4306, 2.7081)  0.3020
H (-0.8467, 2.3173, 2.4410)  0.3136
O (-2.5974, 0.9590, 2.9918)  -0.5092
H (-2.6130, 1.4916, 3.8034)  0.2869
H (-3.4712, 1.0931, 2.6991)  0.2592
O (1.4700, 2.4225, 1.7527)  -0.6290
H (1.4702, 1.6345, 1.1650)  0.3681
H (1.9263, 3.2411, 1.4574)  0.2919
O (2.9120, -1.9873, -0.5355)  -0.6220
H (3.7227, -2.3967, -0.9880)  0.3339
H (2.7245, -1.2386, -1.1743)  0.4407
O (2.7716, 0.2245, -3.0642)  -0.6204
H (2.7840, 0.7219, -2.2561)  0.1707
H (2.0719, 0.6126, -3.7260)  0.3278
O (-1.8047, 0.7905, -2.0987)  -0.6518
H (-2.3716, 0.7895, -2.8661)  0.3023
H (-2.0068, -0.1571, -1.7337)  0.3818
O (-0.4280, -2.2046, -2.6404)  -0.6034
H (-0.7737, -2.3453, -3.5781)  0.2909
H (0.2267, -1.4987, -2.6512)  0.3278
O (4.0768, 1.2441, -0.8603)  -0.6152
H (4.0157, 0.8219, 0.0534)  0.3518
H (3.1987, 1.6065, -0.8191)  0.4300
O (1.2508, -4.2821, -0.6532)  -0.6137
H (1.0291, -3.8068, -1.4012)  0.3245
H (1.4162, -3.4675, 0.0009)  0.2747
O (-3.1548, 2.1854, -0.3805)  -0.6424
H (-2.4743, 1.8403, -1.0456)  0.3758
H (-2.5584, 2.4612, 0.2487)  0.2748

***

Record 3
A cluster of 15 separate species, CH28O17 in total at a distorted geometry, computed with the ωB97M-V functional and the def2-TZVPD basis.

Results
* orbital gap: 9.333 eV
* DFT total energy: -1334.06660 Eh
* spin multiplicity: 1
* energy above the lowest of the compared OMol25 structures with the same formula, charge and spin: 86.64 kJ/mol
* net charge: -2

Each line ends with the Mulliken charge.
Cartesian coordinates (Å):
C (0.0019, -0.2348, -0.1452)  -0.1494
O (-1.2821, -0.6511, -0.2135)  0.9418
O (0.2484, 0.2646, 0.9981)  -0.2723
O (0.5251, -0.0269, -1.3052)  0.6023
O (2.1130, -1.1520, 2.1439)  -0.8775
H (2.4313, -1.8285, 1.5330)  0.4015
H (1.4185, -0.6712, 1.6268)  0.3694
O (-0.3536, -0.2506, -3.8938)  -0.7266
H (-0.4143, 0.6632, -4.0939)  0.2997
H (-0.2129, -0.2933, -2.9565)  0.2289
O (2.0188, 1.7153, -2.9469)  -0.6635
H (2.8728, 2.0521, -2.5920)  0.2662
H (1.6562, 1.2408, -2.2059)  0.1718
O (-2.3643, 0.5777, -2.0737)  -0.7397
H (-2.7324, -0.2820, -2.2868)  0.3434
H (-1.8035, 0.1752, -1.4229)  -0.1091
O (-0.0220, 2.3031, 2.5971)  -0.7963
H (0.2717, 1.8330, 1.8020)  0.3010
H (-0.3551, 1.5395, 3.0191)  0.4969
O (2.9380, 1.3793, 2.8663)  -0.6710
H (2.6899, 0.4372, 2.7065)  0.3274
H (2.3812, 1.5938, 3.6378)  0.3204
O (-3.3720, -1.6767, 0.9598)  -0.7388
H (-4.0430, -1.4010, 0.3932)  0.2969
H (-2.6087, -1.2673, 0.4462)  0.0268
O (2.2956, -1.6902, -2.0837)  -0.7645
H (1.6743, -1.0757, -1.6805)  0.1744
H (2.8869, -1.1851, -2.6042)  0.2517
O (-0.7884, -0.2319, 3.3287)  -0.7505
H (-1.7698, -0.2370, 3.4929)  0.3037
H (-0.5757, -0.0163, 2.4071)  0.4298
O (-0.3355, -2.8374, 1.3034)  -0.7135
H (0.5891, -2.7184, 1.0991)  0.3064
H (-0.7131, -1.9732, 1.1347)  0.1604
O (-0.1079, 2.6165, -0.8803)  -0.7133
H (-0.0720, 1.6397, -0.8971)  0.0811
H (-1.0252, 2.7318, -0.5674)  0.4075
O (-2.4131, 1.3755, 0.9388)  -0.7345
H (-1.6927, 0.7348, 0.6869)  -0.1688
H (-3.1125, 1.2376, 0.3089)  0.3723
O (2.9074, 1.1184, -0.2421)  -0.6948
H (3.0811, 1.6305, 0.5834)  0.3034
H (2.0549, 0.8347, -0.0598)  0.2555
O (-1.5430, -2.6161, -1.9969)  -0.6473
H (-1.4463, -2.0234, -1.3137)  0.2380
H (-1.8973, -3.3540, -1.5519)  0.2532

***

Record 4
A cluster of 2 separate species, C4H11NS2 in total at a distorted geometry, computed with the ωB97M-V functional and the def2-TZVPD basis.

Results
* orbital gap (spin up / spin down): 6.780 / 3.215 eV
* DFT total energy: -1009.78743 Eh
* spin multiplicity: 2
* energy above the lowest of the compared OMol25 structures with the same formula, charge and spin: 103.06 kJ/mol
* net charge: +1
* ⟨S²⟩: 0.75

Each line ends with the Mulliken spin population.
Cartesian coordinates (Å):
C (1.1627, 2.3196, -0.5640)  0.0005
C (1.2303, 0.7789, -0.4851)  0.0148
C (1.5559, 0.1527, 0.6395)  -0.0104
N (1.2384, -1.1608, 0.9560)  0.0098
H (1.5180, 2.7573, 0.3961)  0.0005
H (1.7489, 2.7258, -1.3833)  -0.0001
H (0.1579, 2.6336, -0.7269)  0.0002
H (0.9058, 0.2044, -1.3281)  -0.0037
H (2.0947, 0.6953, 1.4241)  0.0005
H (1.8373, -1.4969, 1.7202)  0.0008
H (1.2791, -1.7714, 0.1661)  -0.0012
C (-1.9406, -0.4041, 0.6738)  -0.0114
S (-1.6117, -0.8536, -1.1046)  0.6189
S (-2.9920, -2.3589, -1.4414)  0.3263
H (-3.0504, -0.3338, 0.7969)  0.0152
H (-1.4414, 0.5434, 0.8943)  -0.0007
H (-1.5446, -1.1816, 1.3039)  0.0294
H (-2.1485, -3.2499, -1.9374)  0.0107

***

Record 5
A cluster of 2 separate species, C3H4NO2S in total at a distorted geometry, computed with the ωB97M-V functional and the def2-TZVPD basis.

Results
* orbital gap: 5.654 eV
* DFT total energy: -720.07927 Eh
* spin multiplicity: 1
* energy above the lowest of the compared OMol25 structures with the same formula, charge and spin: 282.75 kJ/mol
* net charge: -1

Each line ends with the Mulliken charge.
Cartesian coordinates (Å):
C (-0.2443, 0.6207, 0.2280)  -0.1854
C (-2.7013, 0.3570, 0.3118)  0.5934
C (1.5956, -0.8730, 0.0694)  -0.7394
N (0.2182, 1.5659, -0.4447)  -0.5789
O (-3.1654, 1.4163, 0.4995)  -0.3719
O (0.2771, -0.6515, 0.4984)  -0.1535
S (-2.5826, -1.1391, -0.1632)  -0.4198
H (2.3783, -0.2204, 0.5767)  0.2053
H (1.5225, -0.5473, -0.9871)  0.3010
H (1.6909, -1.9316, 0.3956)  0.1966
H (1.0111, 1.4030, -0.9843)  0.1525

***

Record 6
A cluster of 2 separate species, C4H12O in total at a distorted geometry, computed with the ωB97M-V functional and the def2-TZVPD basis.

Results
* SMILES: CCO.CC
* orbital gap: 11.365 eV
* DFT total energy: -234.80585 Eh
* spin multiplicity: 1
* energy above the lowest of the compared OMol25 structures with the same formula, charge and spin: 70.27 kJ/mol
* net charge: 0

Each line ends with the Mulliken charge.
Cartesian coordinates (Å):
C (0.8226, -0.8239, 2.0760)  -0.9377
C (-0.4040, -1.4265, 1.3920)  -0.3091
O (-0.0129, -1.9842, 0.1280)  -0.5535
H (1.4401, -1.5032, 2.6721)  0.3376
H (0.6556, 0.0925, 2.6333)  0.3060
H (1.5126, -0.6012, 1.2580)  0.2662
H (-0.7748, -2.2737, 1.9550)  0.3432
H (-1.1979, -0.7012, 1.2429)  0.2844
H (0.4778, -2.7958, 0.2705)  0.2988
C (0.2086, 0.9606, -1.5097)  -0.4978
C (-0.7928, 2.0881, -1.8453)  -0.9407
H (0.4508, 0.4420, -2.4423)  0.2642
H (1.1221, 1.2820, -1.0196)  0.2971
H (-0.3284, 0.1974, -0.9483)  -0.0229
H (-0.8466, 2.8784, -1.1036)  0.2843
H (-1.7882, 1.6685, -1.9351)  0.2863
H (-0.5447, 2.5002, -2.8237)  0.2935

***

Record 7
An isolated molecule of C2H4O4S at a distorted geometry, computed with the ωB97M-V functional and the def2-TZVPD basis.

Results
* SMILES: O=S(=O)=C(O)CO
* orbital gap (spin up / spin down): 7.652 / 7.525 eV
* DFT total energy: -777.59924 Eh
* spin multiplicity: 1
* energy above the lowest of the compared OMol25 structures with the same formula, charge and spin: 376.57 kJ/mol
* net charge: 0

Each line ends with the Mulliken charge.
Cartesian coordinates (Å):
O (-3.7261, -0.8344, 0.0713)  -0.5182
S (-2.9188, 0.3919, 0.0954)  0.7252
O (-3.1473, 1.2522, 1.2468)  -0.5344
C (-1.2300, -0.2461, -0.0476)  0.2984
O (-1.2075, -1.1481, -0.9837)  -0.3865
C (0.2313, 0.8529, -0.3128)  -0.4902
O (1.2651, -0.0635, -0.4866)  -0.4865
H (-0.6765, -1.0360, -1.8404)  0.3754
H (0.3467, 1.5393, 0.5381)  0.3049
H (-0.0299, 1.2840, -1.2405)  0.3785
H (1.5018, -0.4635, 0.3409)  0.3335

***

Record 8
A cluster of 2 separate species, C5H7F6NO2 in total at a distorted geometry, computed with the ωB97M-V functional and the def2-TZVPD basis.

Results
* orbital gap (spin up / spin down): 7.142 / 8.882 eV
* DFT total energy: -998.94987 Eh
* spin multiplicity: 1
* energy above the lowest of the compared OMol25 structures with the same formula, charge and spin: 174.84 kJ/mol
* net charge: 0

Each line ends with the Mulliken charge.
Cartesian coordinates (Å):
C (0.6639, -2.0110, 1.1029)  -1.0543
C (2.0135, 1.6901, -1.1343)  -0.6186
C (-0.8332, -0.2021, 0.3476)  -0.1765
C (-1.1825, 1.2585, 0.5082)  0.9310
C (-1.9515, -1.0178, -0.2375)  0.8502
N (0.2762, -0.6040, 0.9188)  -0.1507
O (1.5923, 0.3502, -0.9542)  -0.1403
O (0.4732, 0.0850, -1.6675)  -0.4264
F (-2.4577, 1.4303, 1.1264)  -0.3127
F (-0.3423, 1.9504, 1.3290)  -0.2801
F (-1.1571, 1.9614, -0.6083)  -0.1975
F (-2.6136, -0.2675, -1.1110)  -0.2550
F (-2.8390, -1.4664, 0.6741)  -0.2641
F (-1.4738, -2.1170, -0.8559)  -0.2458
H (1.6936, -2.0449, 1.5451)  0.3087
H (-0.0023, -2.5182, 1.6722)  0.4083
H (0.7234, -2.4961, 0.1112)  0.3661
H (1.2889, 2.4877, -0.8053)  0.2476
H (2.0950, 1.8129, -2.1117)  0.3114
H (2.8281, 1.8081, -0.3842)  0.2747
H (1.2050, -0.0896, 0.5345)  0.4240

***

Look up the net charge of the third one.
-2

***

Among the records above, which one has the lowest energy above the lowest of the compared OMol25 structures with the same formula, charge and spin?
C4H12O

***

Which formula does entry 1 have?
H80O40